2 unconnected molecules or ions with the total composition C16H34NO7PS2 in a non-equilibrium geometry, computed with ωB97M-V/def2-TZVPD.

Max |F| ... 5.29 eV/Å
Energy above the lowest of the compared OMol25 structures with the same formula, charge and spin ... 0.0 kJ/mol
Energy ... -63925.1098 eV
SMILES ... CCCCN(CCCCOC(=O)O)C(=S)SCCC.COP(=O)(OC)OC
HOMO level ... -8.4 eV

```
! RIJCOSX wB97M-V def2-TZVPD def2/J DEFGRID3
* xyz 0 1
C -3.93 2.40 -4.37
C -3.45 1.02 -4.86
C -1.98 0.80 -4.44
C -1.79 -0.43 -3.55
N -2.26 -0.16 -2.19
C -1.32 0.56 -1.33
C 0.07 -0.09 -1.10
C 1.23 0.94 -1.09
C 1.58 1.41 0.32
O 3.02 1.53 0.38
C 3.47 2.26 1.38
O 2.81 2.86 2.18
O 4.81 2.25 1.42
C -2.88 -1.27 -1.57
S -2.15 -2.54 -0.90
S -4.64 -1.28 -1.60
C -5.15 0.45 -1.50
C -6.59 0.57 -0.98
C -6.84 -0.12 0.38
H -5.00 2.52 -4.58
H -3.36 3.21 -4.81
H -3.85 2.43 -3.29
H -4.11 0.27 -4.42
H -3.54 1.03 -5.94
H -1.37 0.73 -5.34
H -1.66 1.70 -3.91
H -0.78 -0.83 -3.60
H -2.46 -1.20 -3.95
H -1.81 0.75 -0.38
H -1.15 1.54 -1.77
H 0.30 -0.92 -1.75
H 0.05 -0.50 -0.09
H 1.03 1.79 -1.75
H 2.10 0.39 -1.44
H 1.27 0.70 1.08
H 1.10 2.37 0.49
H 5.06 2.92 2.06
H -5.16 0.85 -2.51
H -4.46 1.07 -0.93
H -7.26 0.14 -1.72
H -6.86 1.62 -0.88
H -6.17 -0.95 0.57
H -7.85 -0.52 0.37
H -6.81 0.58 1.21
C 4.30 -3.51 5.67
O 4.00 -2.94 4.40
P 5.16 -2.73 3.29
O 5.39 -4.05 2.70
O 6.36 -2.33 4.34
C 6.21 -1.26 5.27
O 5.67 -1.69 2.13
C 5.11 -0.35 2.09
H 3.45 -4.14 5.93
H 5.20 -4.12 5.64
H 4.39 -2.73 6.42
H 6.47 -1.63 6.26
H 5.19 -0.88 5.30
H 6.90 -0.46 5.01
H 5.35 0.19 3.01
H 4.03 -0.39 1.96
H 5.55 0.16 1.25
*
```